Arrangement i

Density functional theory data (ωB97M-V/def2-TZVPD) for a 2-piece molecular cluster, C5H7N5 overall.

```
17
Properties=species:S:1:pos:R:3:nbo_charge:R:1
C 0.52 1.93 0.80 -0.164
C 0.73 0.92 1.77 -0.249
C 0.68 1.69 -0.58 -0.249
C 0.91 -0.33 1.25 0.048
C 0.97 0.38 -0.95 0.040
N -3.05 0.16 -1.22 -0.152
N -2.38 -0.70 -0.93 0.245
N 0.99 -0.54 -0.05 -0.457
N -1.61 -1.43 -0.43 -0.213
N -0.77 -2.44 -0.93 -0.629
H 0.27 2.97 1.25 0.223
H 0.62 1.00 2.86 0.229
H 0.59 2.31 -1.43 0.225
H 0.98 -1.12 1.85 0.180
H 1.10 0.19 -1.92 0.179
H 0.00 -1.91 -1.18 0.376
H -0.53 -3.06 -0.17 0.368
```

Summary:
Kohn-Sham gap = 9.431 eV
lowest unoccupied orbital energy = 0.837 eV


Arrangement ii

Density functional theory data (ωB97M-V/def2-TZVPD) for the molecule C5H7N5.

```
17
Properties=species:S:1:pos:R:3:nbo_charge:R:1
C 1.71 0.18 0.17 0.091
C 1.13 -1.12 0.39 0.108
C -1.27 -1.29 -0.31 -0.026
C -2.42 -0.61 0.34 -0.287
C 3.18 0.41 0.09 -0.637
N 0.91 1.17 -0.12 -0.122
N -0.31 1.17 -0.30 0.017
N -0.07 -1.23 0.14 -0.275
N -1.34 1.44 0.39 -0.114
N -2.48 0.85 -0.07 -0.435
H -1.40 -1.65 -1.32 0.196
H -3.37 -1.04 0.02 0.223
H -2.34 -0.62 1.43 0.225
H 3.71 -0.53 -0.01 0.232
H 3.40 1.05 -0.76 0.230
H 3.54 0.91 0.99 0.232
H -2.58 0.91 -1.08 0.342
```

Summary:
Kohn-Sham gap = 7.685 eV
lowest unoccupied orbital energy = -0.184 eV


Which structure is the most stable? The one labeled arrangement i.


Arrangement i

Density functional theory data (ωB97M-V/def2-TZVPD) for a 2-piece molecular cluster, ClH2NS2 overall.

```
6
Properties=species:S:1:pos:R:3:nbo_charge:R:1
N 0.44 0.01 0.17 -0.679
S 1.13 0.08 -1.31 0.466
S -1.00 0.64 0.59 0.460
Cl -0.22 -2.39 0.41 -0.459
H 0.49 1.17 -1.74 0.085
H -0.84 0.50 1.88 0.127
```

Summary:
Kohn-Sham gap (spin up / spin down) = 6.209 / 6.932 eV
lowest unoccupied orbital energy (spin up / spin down) = -2.473 / -2.278 eV


Arrangement ii

Density functional theory data (ωB97M-V/def2-TZVPD) for ClH2NS2 as an isolated structure.

```
6
Properties=species:S:1:pos:R:3:nbo_charge:R:1
N 0.07 -0.77 0.60 -0.928
S 1.06 -1.36 -0.68 0.154
S 0.09 0.76 0.81 0.884
Cl -0.91 1.53 -0.98 -0.364
H 0.45 -0.63 -1.60 0.112
H -0.76 0.47 1.86 0.143
```

Summary:
Kohn-Sham gap = 7.747 eV
lowest unoccupied orbital energy = -0.994 eV


Which structure is the most stable? The one labeled arrangement ii.


Arrangement i

Density functional theory data (ωB97M-V/def2-TZVPD) for a 2-piece molecular cluster, C3H8OS2 overall.

```
14
Properties=species:S:1:pos:R:3:nbo_charge:R:1
S -0.04 1.02 0.23 0.257
S 2.04 -1.11 0.51 0.219
C 1.44 0.32 -0.43 -0.726
C -0.56 -0.52 0.86 -0.583
C 0.62 -1.10 1.61 -0.548
H 2.29 1.02 -0.33 0.246
H 1.28 0.14 -1.51 0.224
H -0.93 -1.14 0.02 0.219
H -1.38 -0.44 1.61 0.247
H 0.58 -2.20 1.74 0.233
H 0.75 -0.65 2.61 0.223
O -2.21 1.91 -2.28 -0.950
H -2.04 1.40 -3.10 0.465
H -1.85 1.33 -1.56 0.473
```

Summary:
SMILES = C1CSCS1.O
Kohn-Sham gap = 9.467 eV
lowest unoccupied orbital energy = 0.673 eV


Arrangement ii

Density functional theory data (ωB97M-V/def2-TZVPD) for the molecule C3H8OS2.

```
14
Properties=species:S:1:pos:R:3:nbo_charge:R:1
C -1.42 0.85 1.12 -0.452
C -0.64 2.18 0.97 -0.064
O 0.60 2.12 1.68 -0.719
C -0.62 -0.37 0.78 -0.497
S 0.04 -0.21 -0.97 0.041
S 0.83 -2.12 -1.30 -0.131
H -1.75 0.76 2.16 0.222
H -2.27 0.90 0.42 0.212
H -1.16 3.03 1.39 0.191
H -0.48 2.33 -0.10 0.164
H 1.19 1.60 1.13 0.464
H 0.30 -0.47 1.36 0.210
H -1.12 -1.32 0.95 0.232
H 2.07 -1.98 -0.78 0.126
```

Summary:
SMILES = OCCCSS
Kohn-Sham gap = 9.798 eV
lowest unoccupied orbital energy = 0.396 eV


Which structure is the most stable? The one labeled arrangement ii.


Arrangement i

Density functional theory data (ωB97M-V/def2-TZVPD) for a 2-piece molecular cluster, C3H8OS2 overall.

```
14
Properties=species:S:1:pos:R:3:nbo_charge:R:1
C -1.87 0.14 -1.76 -0.726
S -1.89 -1.00 -0.32 0.050
S -1.70 0.16 1.36 -0.147
H -1.27 -0.35 -2.53 0.231
H -1.49 1.12 -1.45 0.234
H -2.92 0.26 -2.03 0.221
H -0.86 -0.64 2.04 0.146
C 1.40 -0.43 1.40 -0.569
C 1.72 -0.07 0.16 0.168
O 2.26 1.10 -0.31 -0.691
H 1.45 -1.51 1.50 0.218
H 1.23 0.17 2.29 0.207
H 1.75 -0.80 -0.63 0.177
H 2.20 1.85 0.29 0.481
```

Summary:
SMILES = C=CO.CSS
Kohn-Sham gap = 8.734 eV
lowest unoccupied orbital energy = 0.572 eV


Arrangement ii

Density functional theory data (ωB97M-V/def2-TZVPD) for the molecule C3H8OS2.

```
14
Properties=species:S:1:pos:R:3:nbo_charge:R:1
C -2.76 -0.41 0.02 -1.037
C 1.56 0.45 0.50 -0.490
C 0.31 -0.65 -0.13 -0.645
O -1.26 1.52 -0.61 -0.979
S 3.11 -0.12 -0.27 -0.021
S -1.26 0.28 0.07 1.675
H -3.39 -0.41 -0.88 0.270
H -2.46 -1.46 0.35 0.193
H 1.65 0.03 1.42 0.212
H 1.36 1.45 0.37 0.234
H 0.36 -1.55 0.46 0.245
H 0.49 -0.55 -1.23 0.248
H 3.02 0.59 -1.40 0.127
H -0.72 0.84 1.34 -0.031
```

Summary:
SMILES = C=[S@H](=O)CCS
Kohn-Sham gap = 8.844 eV
lowest unoccupied orbital energy = 0.420 eV


Arrangement iii

Density functional theory data (ωB97M-V/def2-TZVPD) for a 2-piece molecular cluster, C3H8OS2 overall.

```
14
Properties=species:S:1:pos:R:3:nbo_charge:R:1
C -1.39 0.99 1.04 -0.722
S -2.08 0.34 -0.54 0.100
S -2.00 -1.83 0.09 -0.172
H -1.68 2.01 0.82 0.225
H -0.32 0.95 1.09 0.215
H -1.87 0.37 1.78 0.238
H -0.65 -1.89 -0.20 0.115
C 1.21 -0.35 -1.44 -0.513
C 1.65 0.35 -0.36 0.135
O 1.88 -0.20 0.86 -0.690
H 1.22 0.13 -2.41 0.220
H 0.95 -1.39 -1.36 0.190
H 1.90 1.42 -0.35 0.184
H 1.18 -0.91 0.96 0.476
```

Summary:
SMILES = C=CO.CSS
Kohn-Sham gap = 8.711 eV
lowest unoccupied orbital energy = -0.188 eV


Arrangement iv

Density functional theory data (ωB97M-V/def2-TZVPD) for a 2-piece molecular cluster, C3H8OS2 overall.

```
14
Properties=species:S:1:pos:R:3:nbo_charge:R:1
C -1.02 1.32 0.32 -0.657
C 3.12 -0.96 -0.33 -0.719
C -2.45 0.93 0.43 -0.477
O -4.43 -0.62 -0.04 -0.922
S 1.57 -1.72 0.25 -0.051
S -2.99 -0.44 -0.29 1.142
H -0.92 2.32 -0.11 0.224
H -0.56 1.35 1.31 0.230
H -0.48 0.60 -0.29 0.223
H 3.78 -0.91 0.53 0.226
H 2.93 0.03 -0.72 0.213
H 3.57 -1.59 -1.10 0.220
H 1.02 -1.86 -0.96 0.116
H -3.13 1.56 0.99 0.232
```

Summary:
Kohn-Sham gap = 9.295 eV
lowest unoccupied orbital energy = 0.136 eV


Which structure is the most stable? The one labeled arrangement iv.